The molecule C5H7NO2 in a non-equilibrium geometry. Source: OMol25; level of theory: ωB97M-V with the def2-TZVPD basis set.

Results
Energy relative to the best compared isomer or geometry (same formula, charge and spin) ... 75.1 kcal per mole
HOMO-LUMO gap ... 9.758 eV
SMILES ... C[C@@H](O)C=C=NC=O
Max |F| ... 6.49 eV/Å

The geometry in XYZ format:
```
15
C5H7NO2 | OMol25 | ωB97M-V with the def2-TZVPD basis set
H -3.158 0.488 -0.036
H -0.109 1.356 -1.328
O 4.300 -0.395 -0.162
H 3.419 -0.912 1.679
C 1.196 0.464 0.020
O -1.152 -1.321 0.456
C 3.326 -0.442 0.591
H -0.232 -1.650 0.670
C -1.155 0.055 0.133
H -1.334 0.529 1.209
N 2.239 0.253 0.648
C -2.445 0.316 -0.746
H -2.606 -0.594 -1.297
H -2.324 1.141 -1.334
C 0.036 0.712 -0.501
```